ORCA calculation (ωB97M-V with the def2-TZVPD basis set) on a structure of composition C26H32InN10O8P2SbSe4.

Geometry as XYZ:
```
84
C26H32InN10O8P2SbSe4 (ωB97M-V with the def2-TZVPD basis set)
In 1.84416 -1.20852 -0.87136
Se 0.88378 1.15147 5.99327
Sb 2.30735 0.49397 4.05219
Se 2.21848 -0.70963 1.43402
Se 0.85851 1.02501 1.93175
Se 4.06084 2.21110 3.95601
C 0.16218 -5.37988 -3.56295
C 0.42133 -4.21739 -2.60437
O -0.68905 -4.05088 -1.74901
P 1.96007 -4.52684 -1.63645
O 1.73712 -5.95463 -0.94306
O 3.16750 -4.78296 -2.60589
O 2.21981 -3.48281 -0.58907
P 0.88130 -2.71198 -3.60299
O -0.25817 -2.61933 -4.71822
O 2.21133 -3.01054 -4.22206
O 0.74514 -1.49144 -2.68242
H 0.08188 -6.31912 -3.01715
H 0.96816 -5.44880 -4.29227
H -0.76659 -5.18037 -4.09560
H -0.51113 -3.40760 -1.02338
H 2.39666 -6.08413 -0.24222
H 3.08030 -4.08636 -3.34664
H 0.02476 -1.90676 -5.33232
N 3.14392 5.62661 -0.90478
C 2.99383 4.25076 -0.94445
C 3.53063 3.43937 0.05283
C 3.41859 2.06888 -0.06444
N 2.81179 1.45701 -1.08845
C 2.30090 2.23991 -2.04748
C 2.35147 3.62152 -2.01683
H 3.38736 6.01640 -0.01154
H 2.49297 6.17112 -1.44052
H 4.00022 3.85627 0.93763
H 3.82447 1.43951 0.72111
H 1.79999 1.72498 -2.86365
H 1.89512 4.20527 -2.81104
C -3.02705 1.07373 4.97937
C -3.11644 1.94249 3.74842
C -4.34029 2.31420 3.19738
C -4.40828 3.06860 2.03341
C -3.24334 3.46240 1.38569
N -3.36612 4.27585 0.21767
C -2.42204 4.54870 -0.74472
O -2.37780 5.63225 -1.31177
N -1.54547 3.53709 -1.06549
C -1.73859 2.13962 -0.98399
C -2.97713 1.52193 -1.09234
C -3.03317 0.13966 -1.03913
C -1.86300 -0.58703 -0.88111
N -0.67077 0.00225 -0.78461
C -0.62071 1.32875 -0.84592
C -2.01556 3.12738 1.94456
C -1.95761 2.37907 3.11397
H -3.81841 1.31700 5.69363
H -2.05334 1.18231 5.46148
H -3.14910 0.02233 4.69925
H -5.26001 2.00868 3.68614
H -5.37046 3.36664 1.62813
H -4.06385 4.99558 0.28334
H -0.69234 3.84738 -1.50033
H -3.87366 2.11326 -1.22704
H -3.98322 -0.37527 -1.11624
H -1.87104 -1.66575 -0.80684
H 0.34989 1.79256 -0.76131
H -1.08861 3.46071 1.49219
H -0.99230 2.14074 3.55037
N 3.75472 -1.17617 -2.14843
C 3.58845 -0.73446 -3.22729
N 3.55773 -0.13916 -4.36767
C 2.65766 -0.26485 -5.30956
N 1.88332 -0.28942 -6.18004
C -0.52391 -2.27341 4.39053
N -0.44489 -2.83114 3.05127
C -0.06290 -4.10862 2.71527
C -0.13275 -4.17900 1.35811
N -0.54294 -2.96220 0.84958
C -0.71964 -2.19148 1.90192
H -1.32527 -2.75002 4.96056
H -0.71476 -1.20581 4.33971
H 0.41038 -2.40859 4.92194
H 0.25261 -4.82801 3.45458
H 0.07143 -5.01768 0.71587
H -1.07641 -1.17229 1.87130
```

Net charge: -2
HOMO level, eV: -1.01
Spin multiplicity: 1
Calculated total energy, eV: -350448.943
LUMO level, eV: 3.752

These are the Löwdin partial charges, in e, on atoms 1 to 4: number 1, In, carries 0.504; number 2, Se, carries -0.408; number 3, Sb, carries -0.089; number 4, Se, carries 0.066